Entry 1:
Molecular formula: C40H32FeN9O5
Method: DFT, ωB97M-V/def2-TZVPD

The spin multiplicity is 5. The value obtained for the HOMO energy (spin up / spin down) is -2.623 / -4.810 eV. Its total charge is -1. The value obtained for the largest force on an atom is 0.83 eV Å⁻¹. The energy above the lowest of the compared OMol25 structures with the same formula, charge and spin is 198.7 kJ/mol.

```
87
C40H32FeN9O5, DFT ωB97M-V/def2-TZVPD
Fe -0.464 0.733 -0.540
C -1.196 3.792 2.602
C -1.329 3.010 3.758
C -1.478 1.661 3.633
C -1.497 1.045 2.352
N -1.314 1.814 1.242
C -1.188 3.138 1.394
N -1.731 -0.287 2.333
C -2.061 -0.884 1.188
N -1.919 -0.348 -0.063
C -2.727 -0.978 -0.965
N -3.059 -0.519 -2.170
C -2.804 0.764 -2.504
C -3.393 1.223 -3.712
C -3.270 2.523 -4.101
C -2.550 3.413 -3.292
C -1.955 2.899 -2.166
N -2.043 1.624 -1.768
C -3.256 -2.147 -0.309
C -4.076 -3.188 -0.756
C -4.424 -4.175 0.139
C -3.998 -4.122 1.484
C -3.220 -3.083 1.944
C -2.828 -2.096 1.035
H -1.071 4.864 2.642
H -1.316 3.468 4.740
H -1.600 1.013 4.488
H -1.045 3.699 0.482
H -3.946 0.498 -4.290
H -3.723 2.860 -5.026
H -2.413 4.450 -3.557
H -1.339 3.537 -1.549
H -4.417 -3.209 -1.781
H -5.042 -5.003 -0.186
H -4.299 -4.911 2.163
H -2.907 -3.023 2.977
C -0.508 -1.977 -4.223
O -0.418 -0.901 -5.147
C 0.072 0.321 -4.794
C 0.357 1.149 -5.854
C 0.907 2.429 -5.691
C 1.194 2.865 -4.429
C 0.876 2.067 -3.311
C 1.305 2.528 -2.027
N 0.950 2.024 -0.894
N 1.685 2.443 0.226
C 1.546 1.513 1.136
O 0.842 0.462 0.972
C 2.222 1.652 2.453
C 3.163 2.649 2.696
C 3.761 2.750 3.940
C 3.419 1.865 4.954
C 2.470 0.880 4.720
C 1.876 0.768 3.472
C 0.273 0.780 -3.440
O -0.066 0.061 -2.435
H -0.777 -2.839 -4.835
H 0.454 -2.159 -3.735
H -1.276 -1.798 -3.475
H 0.149 0.764 -6.844
H 1.123 3.038 -6.557
H 1.656 3.829 -4.260
H 2.040 3.335 -1.982
H 3.411 3.335 1.898
H 4.493 3.526 4.124
H 3.881 1.951 5.928
H 2.172 0.216 5.523
H 1.106 0.031 3.279
O 4.431 -1.836 4.557
C 4.808 -2.077 3.221
N 3.692 -2.183 2.327
C 3.290 -3.366 1.777
O 3.846 -4.428 1.995
C 2.106 -3.258 0.870
C 1.304 -4.370 0.625
C 0.210 -4.214 -0.204
C -0.052 -2.954 -0.738
N 0.694 -1.883 -0.495
C 1.764 -2.058 0.265
H 3.993 -0.975 4.588
H 5.324 -3.036 3.206
H 5.479 -1.281 2.874
H 3.113 -1.371 2.187
H 1.549 -5.316 1.088
H -0.458 -5.036 -0.419
H -0.921 -2.794 -1.363
H 2.373 -1.175 0.391
```

Atomic partial charges in e from the Löwdin method, atoms 1 to 8: Fe 0.877; C -0.090; C -0.094; C -0.037; C -0.347; N 0.069; C -0.150; N 0.145


Entry 2:
Molecular formula: C40H32N2O7PPtS3
Method: DFT, ωB97M-V/def2-TZVPD

The spin multiplicity is 3. The value obtained for the HOMO energy (spin up / spin down) is -4.010 / -5.521 eV. Its total charge is -1. The value obtained for the largest force on an atom is 0.51 eV Å⁻¹. The energy above the lowest of the compared OMol25 structures with the same formula, charge and spin is 0.0 kJ/mol.

```
86
C40H32N2O7PPtS3, DFT ωB97M-V/def2-TZVPD
Pt -0.096 0.287 -0.196
N -0.410 0.308 2.082
N -1.283 -0.723 2.446
C -1.603 -1.740 1.506
O -2.068 -2.774 1.981
O -1.446 -1.434 0.273
H 0.542 0.132 2.384
H -0.748 1.197 2.430
H -1.188 -1.074 3.383
O 2.104 1.425 -0.314
C 2.655 0.382 0.127
O 2.024 -0.612 0.577
C 4.157 0.294 0.054
C 4.871 1.270 -0.624
C 6.263 1.200 -0.749
C 6.880 0.126 -0.161
O 8.220 -0.176 -0.140
C 8.343 -1.376 0.622
O 7.040 -1.792 1.011
C 6.171 -0.842 0.524
C 4.808 -0.797 0.645
H 4.321 2.093 -1.062
H 6.827 1.955 -1.282
H 8.949 -1.184 1.510
H 8.810 -2.150 0.011
H 4.235 -1.560 1.156
C -3.742 -0.856 -4.731
C -2.706 -0.243 -5.420
C -1.517 0.053 -4.767
C -1.357 -0.269 -3.423
C -2.399 -0.890 -2.733
C -3.586 -1.181 -3.389
P 0.188 0.075 -2.519
C 0.944 1.478 -3.411
C 0.733 2.757 -2.903
C 1.252 3.869 -3.550
C 1.991 3.712 -4.715
C 2.211 2.438 -5.226
C 1.696 1.325 -4.576
C 1.271 -1.315 -3.008
C 2.635 -1.213 -2.722
C 3.499 -2.252 -3.024
C 3.011 -3.413 -3.613
C 1.656 -3.530 -3.884
C 0.787 -2.488 -3.579
H -4.675 -1.076 -5.237
H -2.826 0.018 -6.465
H -0.719 0.549 -5.306
H -2.274 -1.130 -1.682
H -4.397 -1.649 -2.844
H 0.158 2.865 -1.991
H 1.080 4.854 -3.132
H 2.399 4.577 -5.225
H 2.788 2.310 -6.135
H 1.883 0.337 -4.979
H 3.016 -0.307 -2.263
H 4.554 -2.158 -2.793
H 3.687 -4.224 -3.856
H 1.270 -4.438 -4.331
H -0.272 -2.588 -3.782
O -1.707 1.694 -0.998
C -2.274 2.791 -0.371
C -1.242 3.881 0.008
C -0.002 3.713 0.549
C 0.679 4.941 0.794
C -0.060 6.026 0.439
S -1.573 5.558 -0.216
C -3.053 2.383 0.887
C -3.593 1.165 1.135
C -4.318 1.111 2.364
C -4.318 2.296 3.026
S -3.420 3.490 2.171
C -3.282 3.404 -1.353
C -4.575 3.794 -1.176
C -5.182 4.272 -2.377
C -4.334 4.224 -3.439
S -2.813 3.571 -3.001
H 0.442 2.744 0.715
H 1.678 5.001 1.205
H 0.201 7.072 0.514
H -3.456 0.329 0.462
H -4.805 0.216 2.730
H -4.772 2.543 3.975
H -5.082 3.745 -0.222
H -6.200 4.634 -2.436
H -4.529 4.513 -4.462
```

Atomic partial charges in e from the Löwdin method, atoms 1 to 8: Pt 1.102; N -0.046; N -0.013; C -0.735; O -0.003; O -0.177; H 0.089; H 0.092


Entry 3:
Molecular formula: C40H33BCl7F5N3O2PSi2W
Method: DFT, ωB97M-V/def2-TZVPD

The value obtained for the HOMO energy is -2.412 eV. Its total charge is -2. The value obtained for the largest force on an atom is 0.81 eV Å⁻¹. The energy above the lowest of the compared OMol25 structures with the same formula, charge and spin is 127.6 kJ/mol.

```
95
C40H33BCl7F5N3O2PSi2W, DFT ωB97M-V/def2-TZVPD
W 0.799 -0.587 -0.070
O 1.226 2.865 1.613
C 0.344 2.537 0.837
O 0.350 1.460 0.124
C -0.875 3.462 0.760
C -0.770 4.613 1.551
C -1.793 5.535 1.638
C -2.963 5.325 0.918
C -3.073 4.198 0.128
C -2.050 3.246 0.040
P -2.198 1.857 -1.177
C -4.006 1.570 -1.211
C -4.738 1.458 -0.027
C -6.058 1.034 -0.043
C -6.671 0.703 -1.244
C -5.944 0.780 -2.423
C -4.620 1.197 -2.408
C -1.874 2.984 -2.595
C -0.532 3.092 -2.959
C -0.140 3.961 -3.964
C -1.088 4.726 -4.632
C -2.426 4.618 -4.281
C -2.816 3.756 -3.264
H 0.150 4.745 2.101
H -1.679 6.416 2.260
H -3.778 6.039 0.960
H -3.974 4.053 -0.453
H -4.266 1.692 0.920
H -6.604 0.949 0.889
H -7.702 0.368 -1.258
H -6.397 0.488 -3.363
H -4.047 1.197 -3.326
H 0.204 2.472 -2.460
H 0.907 4.022 -4.236
H -0.786 5.397 -5.428
H -3.174 5.207 -4.800
H -3.864 3.688 -2.996
C 4.176 -3.421 1.716
Si 3.854 -1.633 1.245
C 4.758 -1.328 -0.354
C 4.618 -0.639 2.645
N 2.066 -1.341 1.227
C 1.568 -1.598 2.561
C 1.314 -2.870 3.056
C 0.875 -3.059 4.361
C 0.705 -1.975 5.208
C 0.989 -0.698 4.746
C 1.419 -0.532 3.445
F 1.749 0.692 3.035
H 3.954 -3.624 2.765
H 5.248 -3.581 1.558
H 3.630 -4.131 1.094
H 4.122 -0.916 -1.130
H 5.585 -0.636 -0.177
H 5.155 -2.273 -0.729
H 5.580 -1.102 2.885
H 4.006 -0.672 3.547
H 4.794 0.403 2.385
H 1.422 -3.712 2.391
H 0.653 -4.062 4.703
H 0.354 -2.117 6.222
H 0.879 0.181 5.367
Cl -1.273 1.003 3.291
C -2.189 -0.394 2.835
C -3.268 -0.728 3.636
C -4.060 -1.818 3.318
C -3.760 -2.558 2.186
C -2.673 -2.223 1.399
Cl -2.368 -3.160 -0.014
C -1.809 -1.142 1.697
N -0.700 -0.906 0.958
H -3.477 -0.117 4.505
H -4.900 -2.089 3.945
H -4.367 -3.404 1.894
Cl 1.159 -4.593 0.167
Si 0.899 -2.981 -1.211
Cl -0.519 -3.878 -2.422
Cl 2.654 -3.171 -2.334
F -0.883 -1.677 -4.484
B -1.475 -0.863 -3.522
F -0.642 -0.816 -2.323
F -2.736 -1.342 -3.161
F -1.591 0.440 -4.022
Cl 3.838 1.792 0.280
C 3.721 1.724 -1.442
C 4.541 2.567 -2.174
C 4.503 2.548 -3.558
C 3.641 1.669 -4.197
C 2.825 0.830 -3.459
Cl 1.758 -0.223 -4.300
C 2.812 0.827 -2.042
N 2.000 0.016 -1.321
H 5.203 3.237 -1.641
H 5.136 3.212 -4.132
H 3.581 1.626 -5.277
```

Atomic partial charges in e from the Löwdin method, atoms 1 to 8: W 1.556; O -0.016; C -0.615; O -0.265; C -0.133; C -0.034; C -0.095; C -0.095


Entry 4:
Molecular formula: C40H33Cl5HoN9O6S2
Method: DFT, ωB97M-V/def2-TZVPD

The spin multiplicity is 5. The value obtained for the HOMO energy (spin up / spin down) is -7.990 / -7.993 eV. Its total charge is 0. The value obtained for the largest force on an atom is 2.04 eV Å⁻¹. The energy above the lowest of the compared OMol25 structures with the same formula, charge and spin is 152.9 kJ/mol.

```
96
C40H33Cl5HoN9O6S2, DFT ωB97M-V/def2-TZVPD
Ho 0.400 -0.380 0.167
C -0.186 -4.037 1.060
C -1.403 -3.665 1.917
C -1.142 -2.636 2.980
C -1.468 -2.941 4.301
C -1.243 -2.014 5.300
C -0.717 -0.787 4.936
C -0.435 -0.562 3.601
N -0.631 -1.454 2.630
N -0.049 -3.263 -0.175
C -1.228 -3.424 -1.031
C -2.169 -2.250 -1.040
C -3.083 -2.157 -2.087
C -4.069 -1.195 -2.032
C -4.128 -0.381 -0.907
C -3.127 -0.487 0.043
N -2.148 -1.390 -0.021
C 1.107 -3.776 -0.910
C 2.418 -3.425 -0.281
C 3.373 -4.405 -0.037
C 4.614 -4.029 0.447
C 4.862 -2.679 0.634
C 3.845 -1.776 0.373
N 2.636 -2.132 -0.048
H -0.271 -5.107 0.801
H 0.731 -3.913 1.641
H -1.762 -4.573 2.407
H -2.200 -3.283 1.279
H -1.890 -3.904 4.543
H -1.475 -2.239 6.330
H -0.520 -0.018 5.665
H -0.020 0.384 3.298
H -1.803 -4.319 -0.740
H -0.915 -3.562 -2.066
H -2.998 -2.820 -2.933
H -4.780 -1.086 -2.839
H -4.920 0.342 -0.790
H -3.117 0.159 0.913
H 1.104 -3.309 -1.898
H 1.040 -4.869 -1.028
H 3.148 -5.444 -0.221
H 5.369 -4.769 0.664
H 5.819 -2.328 0.986
H 3.994 -0.715 0.523
Cl 2.278 -2.249 2.968
C 2.597 -0.553 3.028
C 2.015 0.243 2.036
C 2.311 1.605 2.195
Cl 1.618 2.651 0.985
C 3.091 2.143 3.215
Cl 3.394 3.830 3.302
C 3.644 1.285 4.162
Cl 4.629 1.894 5.429
C 3.399 -0.082 4.060
Cl 4.108 -1.154 5.205
C 4.172 1.951 -0.601
C 3.213 1.439 -1.614
N 2.292 0.502 -1.457
C 1.730 0.315 -2.699
C 2.312 1.174 -3.604
N 3.248 1.870 -2.887
C 2.079 1.501 -5.032
O 1.209 0.773 -5.683
O 2.710 2.403 -5.539
C 0.647 -0.697 -2.925
O 0.426 -1.104 -4.074
O 0.087 -1.134 -1.884
H 4.010 1.488 0.367
H 4.041 3.025 -0.494
H 5.194 1.750 -0.920
H 3.788 2.629 -3.275
H 0.789 0.038 -5.119
N -5.865 5.207 -2.323
C -4.657 4.552 -2.370
C -3.471 5.251 -2.623
C -2.253 4.603 -2.604
C -2.211 3.242 -2.365
C -3.381 2.523 -2.217
C -4.599 3.164 -2.214
S -0.721 2.274 -2.162
O -0.708 1.297 -3.211
O 0.433 3.128 -2.036
N -0.915 1.439 -0.768
C -1.211 2.098 0.335
S -1.734 3.777 0.389
C -1.859 3.635 2.117
C -1.521 2.392 2.510
N -1.148 1.526 1.520
H -5.828 6.203 -2.169
H -6.610 4.730 -1.841
H -3.519 6.314 -2.808
H -1.331 5.144 -2.746
H -3.297 1.459 -2.081
H -5.511 2.602 -2.075
H -2.146 4.475 2.713
H -1.528 2.048 3.529
```

Atomic partial charges in e from the Löwdin method, atoms 1 to 8: Ho 1.598; C -0.175; C -0.103; C -0.287; C -0.018; C -0.051; C -0.041; C -0.186


Entry 5:
Molecular formula: C40H34AsBrN2O9SSiW
Method: DFT, ωB97M-V/def2-TZVPD

The value obtained for the HOMO energy is -8.718 eV. Its total charge is 0. The value obtained for the largest force on an atom is 0.96 eV Å⁻¹.

```
90
C40H34AsBrN2O9SSiW, DFT ωB97M-V/def2-TZVPD
W 1.069 0.035 -0.747
O 5.707 -2.184 0.645
C 5.002 -2.394 1.797
C 5.525 -3.064 2.891
C 4.741 -3.247 4.021
C 3.443 -2.762 4.059
C 2.930 -2.089 2.957
C 3.701 -1.900 1.822
C 3.205 -1.176 0.604
O 1.950 -0.577 0.827
N 3.039 -2.095 -0.577
N 1.869 -1.742 -1.281
C 0.785 -2.524 -0.871
C -0.458 -2.371 -1.308
Br 0.106 0.361 -3.023
C -1.758 -2.291 -1.360
C -2.669 -3.022 -2.250
C -4.016 -2.671 -2.264
C -4.906 -3.337 -3.094
C -4.454 -4.358 -3.915
C -3.110 -4.712 -3.908
C -2.221 -4.049 -3.081
H 6.617 -2.479 0.754
H 6.540 -3.444 2.857
H 5.151 -3.770 4.875
H 2.834 -2.900 4.942
H 1.923 -1.691 2.981
H 3.906 -0.378 0.343
H 3.832 -1.961 -1.194
H 0.996 -3.256 -0.094
H -2.213 -1.529 -0.727
H -4.362 -1.867 -1.623
H -5.951 -3.056 -3.099
H -5.147 -4.878 -4.564
H -2.756 -5.507 -4.551
H -1.172 -4.317 -3.077
O 1.884 4.418 0.133
As 1.021 3.374 -0.955
O -0.546 3.723 -1.111
O 1.358 1.841 -0.190
C 1.974 3.436 -2.623
C 1.397 4.269 -3.571
C 2.013 4.449 -4.804
C 3.195 3.790 -5.093
C 3.768 2.937 -4.157
C 3.160 2.766 -2.927
S 3.884 1.619 -1.785
O 4.015 2.275 -0.512
O 5.055 1.059 -2.383
O 2.797 0.536 -1.759
H 2.662 3.937 0.461
H 0.460 4.761 -3.343
H 1.560 5.102 -5.538
H 3.673 3.927 -6.054
H 4.678 2.394 -4.370
O -0.596 0.219 -0.007
Si -1.699 0.760 1.151
C -1.926 -0.748 2.229
C -3.159 -1.085 2.787
C -3.300 -2.213 3.584
C -2.206 -3.028 3.835
C -0.971 -2.715 3.284
C -0.836 -1.586 2.490
C -0.901 2.166 2.055
C 0.180 1.918 2.908
C 0.842 2.960 3.537
C 0.423 4.268 3.330
C -0.648 4.531 2.490
C -1.304 3.487 1.853
C -3.255 1.213 0.255
C -4.335 1.786 0.932
C -5.517 2.078 0.268
C -5.636 1.800 -1.087
C -4.570 1.240 -1.776
C -3.387 0.951 -1.110
H -4.030 -0.471 2.585
H -4.267 -2.459 4.004
H -2.317 -3.910 4.453
H -0.115 -3.353 3.468
H 0.133 -1.368 2.050
H 0.518 0.902 3.079
H 1.684 2.753 4.186
H 0.939 5.084 3.821
H -0.963 5.552 2.314
H -2.107 3.705 1.160
H -4.252 2.022 1.988
H -6.343 2.527 0.805
H -6.557 2.031 -1.607
H -4.653 1.037 -2.836
H -2.555 0.534 -1.665
```

Atomic partial charges in e from the Löwdin method, atoms 1 to 8: W 1.631; O 0.071; C -0.262; C -0.018; C -0.083; C -0.081; C -0.013; C -0.094